Formula: C6H12O
Source: the Open Molecules 2025 dataset
Level of theory: ωB97M-V/def2-TZVPD

XYZ file:
```
19
Properties=species:S:1:pos:R:3
H -0.182 0.582 -0.642
H 4.064 0.410 0.443
H -2.238 -0.602 -1.592
H 2.370 0.600 -1.509
H -1.926 -0.860 1.492
H 0.404 -0.146 0.971
C -2.810 0.680 0.119
O 1.504 1.391 0.171
C -2.686 -0.599 -0.603
H 3.609 -1.171 -0.243
C 2.096 0.393 -0.453
H -3.423 -1.377 -0.427
H 1.279 -0.484 -0.597
H 2.894 -0.609 1.292
H -3.632 0.816 0.815
C -0.375 0.001 0.244
H -2.448 1.591 -0.348
C -1.738 -0.323 0.567
C 3.238 -0.293 0.300
```

Summary:
charge	0
ΔE to the lowest compared entry with this formula, charge and spin	5.318	eV
LUMO energy (alpha / beta)	-0.34 / -0.71	eV

Let us look at the natural (NBO) charges, expressed in e, one per atom: number 1, H, carries 0.223; number 2, H, carries 0.213; number 3, H, carries 0.226; number 4, H, carries 0.154; number 5, H, carries 0.230; number 6, H, carries 0.233; number 7, C, carries -0.370; number 8, O, carries -0.611; number 9, C, carries -0.377; number 10, H, carries 0.201; number 11, C, carries -0.053; number 12, H, carries 0.229; number 13, H, carries 0.155; number 14, H, carries 0.201; number 15, H, carries 0.230; number 16, C, carries -0.129; number 17, H, carries 0.230; number 18, C, carries -0.347; number 19, C, carries -0.637

Formula: C26H47Cl3N3O4RuSi
Source: the Open Molecules 2025 dataset
Level of theory: ωB97M-V/def2-TZVPD

XYZ file:
```
85
Properties=species:S:1:pos:R:3
H -0.667 1.358 5.298
O -1.634 -0.927 1.408
H 1.337 1.494 7.407
C -2.217 1.535 7.361
H 2.291 -2.946 -7.198
C 2.200 0.824 7.556
H 2.623 4.327 -8.534
C -1.329 -4.460 0.825
Cl -0.384 1.990 2.263
C -1.853 -2.170 1.539
H -1.964 -5.100 0.206
N -2.531 0.929 6.073
H 0.080 -2.762 7.199
H -0.551 -0.611 -2.249
Si -0.972 1.231 -3.831
H 0.198 3.414 -3.636
C -1.571 -2.626 -0.802
C -0.793 3.083 -3.972
H -0.288 -4.669 0.545
C 0.850 -1.971 7.149
H -0.224 -0.461 8.293
H 3.276 -0.676 6.418
C 0.669 3.564 -9.099
H -3.464 1.267 -3.813
C 1.487 -0.324 5.367
C 0.690 -1.068 8.368
C 1.761 -0.855 -7.424
H 2.810 2.825 -6.539
C -0.220 1.789 -7.689
H -1.242 2.594 -9.415
H -2.583 0.878 8.166
H -2.252 -2.580 2.483
H -0.986 1.037 -7.472
H -1.128 1.662 7.460
C -3.951 0.780 5.790
H -1.837 -3.475 -1.437
H -1.081 0.826 -1.351
Cl 0.176 -2.544 3.152
N 0.683 -1.295 5.858
Ru -0.041 -0.195 2.543
O -1.709 -0.034 4.165
C -2.692 0.751 -4.402
H -4.400 0.202 6.609
H 3.027 1.470 7.884
H -1.549 3.584 -3.352
C 1.810 3.634 -8.293
H 0.574 0.722 -1.960
H 2.636 -2.208 -5.309
H 1.832 -2.469 7.196
C -0.473 0.484 -2.201
O 1.328 0.151 4.208
C 2.545 -1.145 -5.065
C -0.348 2.652 -8.789
H -0.549 -2.306 -1.030
C 0.923 1.869 -6.888
H 1.209 -0.286 -8.174
H 1.949 1.392 -5.071
O 0.066 0.554 -4.969
N -1.669 -3.068 0.572
H -1.471 -4.712 1.874
H -4.111 0.279 4.833
H -2.706 2.514 7.461
Cl 1.398 -0.628 0.893
H -2.264 -1.798 -0.970
C 1.925 2.806 -7.180
H 1.928 -2.417 -8.852
H 0.556 -1.733 9.233
C 1.897 -0.173 8.666
H 2.781 -0.804 8.845
H -4.436 1.770 5.778
H 3.560 -0.755 -4.894
H 1.713 0.378 9.597
H 3.160 0.908 5.635
C 2.396 -2.114 -7.908
H 1.986 -1.050 -4.125
C 1.217 0.907 -5.735
H 0.285 -1.891 5.112
H -0.928 3.419 -5.010
H 3.471 -1.990 -8.111
C 1.864 -0.398 -6.168
H -2.862 -0.330 -4.309
H -2.841 1.021 -5.458
C -1.585 0.755 5.136
C 2.613 0.178 6.234
H 0.574 4.221 -9.972
```

Summary:
charge	0
2S+1	6
ΔE to the lowest compared entry with this formula, charge and spin	0.000	eV
LUMO energy (alpha / beta)	0.38 / -0.19	eV

Let us look at the Mulliken charges, expressed in e, one per atom: number 1, H, carries 0.527; number 2, O, carries -0.779; number 3, H, carries 0.162; number 4, C, carries -0.822; number 5, H, carries 0.362; number 6, C, carries -0.360; number 7, H, carries 0.371; number 8, C, carries -0.923; number 9, Cl, carries -0.513; number 10, C, carries -0.021; number 11, H, carries 0.346; number 12, N, carries 0.245; number 13, H, carries 0.421; number 14, H, carries -0.198; number 15, Si, carries 0.056; number 16, H, carries 0.306; number 17, C, carries -1.009; number 18, C, carries -1.016; number 19, H, carries 0.328; number 20, C, carries -0.798; number 21, H, carries 0.016; number 22, H, carries 0.367; number 23, C, carries -0.400; number 24, H, carries 0.354; number 25, C, carries 0.499; number 26, C, carries -0.252; number 27, C, carries 0.202; number 28, H, carries 0.360; number 29, C, carries 0.026; number 30, H, carries 0.383; number 31, H, carries 0.313; number 32, H, carries 0.621; number 33, H, carries 0.468; number 34, H, carries 0.092; number 35, C, carries -0.930; number 36, H, carries 0.354; number 37, H, carries 0.330; number 38, Cl, carries -0.614; number 39, N, carries 0.413; number 40, Ru, carries 1.017; number 41, O, carries -0.520; number 42, C, carries -1.030; number 43, H, carries 0.317; number 44, H, carries 0.346; number 45, H, carries 0.423; number 46, C, carries -0.617; number 47, H, carries 0.310; number 48, H, carries 0.385; number 49, H, carries 0.343; number 50, C, carries -0.548; number 51, O, carries -0.444; number 52, C, carries -1.378; number 53, C, carries -0.765; number 54, H, carries 0.295; number 55, C, carries 0.299; number 56, H, carries 0.300; number 57, H, carries 0.355; number 58, O, carries -0.159; number 59, N, carries 0.246; number 60, H, carries 0.323; number 61, H, carries 0.281; number 62, H, carries 0.383; number 63, Cl, carries -0.435; number 64, H, carries 0.325; number 65, C, carries -0.480; number 66, H, carries 0.366; number 67, H, carries 0.338; number 68, C, carries -0.700; number 69, H, carries 0.313; number 70, H, carries 0.295; number 71, H, carries 0.275; number 72, H, carries 0.329; number 73, H, carries 0.344; number 74, C, carries -1.419; number 75, H, carries 0.212; number 76, C, carries 0.059; number 77, H, carries -0.015; number 78, H, carries 0.285; number 79, H, carries 0.270; number 80, C, carries 0.257; number 81, H, carries 0.307; number 82, H, carries 0.281; number 83, C, carries 0.040; number 84, C, carries -1.057; number 85, H, carries 0.359

Formula: C36H56B3F6N3O22S2
Source: the Open Molecules 2025 dataset
Level of theory: ωB97M-V/def2-TZVPD

XYZ file:
```
128
Properties=species:S:1:pos:R:3
C -8.978 -0.411 3.527
H -10.810 0.639 3.052
H -5.850 2.873 -0.398
N 1.122 -0.038 -0.960
C -8.552 1.563 4.401
C -1.247 -10.472 -8.517
H 5.504 5.902 -0.632
O -1.445 -7.178 -5.282
H 3.101 2.217 -1.251
H -3.512 2.274 3.166
O -0.826 -9.413 -7.680
H -1.957 -6.046 -7.556
C -4.434 2.473 1.345
O -9.847 1.289 4.747
H 5.660 8.129 1.234
H 8.370 5.780 1.081
O 0.733 2.364 -0.161
H 3.340 1.765 -3.078
H 2.260 8.065 4.820
O 0.950 -10.034 -8.934
O -1.007 -4.208 -10.017
H -0.973 3.381 2.951
B 0.129 1.123 -0.712
C 5.608 3.943 2.907
C -0.775 -6.324 -4.725
H -8.624 -1.168 4.235
H -0.920 -3.837 -3.593
H 0.844 2.332 4.359
H 1.904 6.093 1.557
H -4.122 -1.847 4.529
C -2.020 -4.988 -10.489
H 2.677 -3.101 4.919
B -0.263 2.863 0.817
C 3.222 1.308 -1.983
O -0.588 -5.064 -5.208
C 3.041 -1.155 5.778
H -4.080 3.561 1.100
O -0.996 -1.334 3.982
C 2.545 5.948 3.766
H 4.153 1.935 4.116
C -0.966 -4.458 -8.631
O -7.905 2.492 4.856
H 1.175 -1.564 -3.282
H -3.052 -1.312 5.845
C 0.043 -11.113 -8.901
H -6.271 1.212 0.527
C 6.472 6.413 -0.205
F 0.766 -3.390 -4.590
H -7.125 2.625 2.424
C 1.744 7.395 4.008
H 2.436 -0.693 4.990
F -2.351 0.433 4.221
N -6.902 3.150 1.526
N 4.218 3.567 2.565
O -2.375 -2.936 4.783
S 6.316 5.706 2.674
H 7.156 4.409 0.635
C 6.169 7.979 0.175
O -1.629 3.119 0.319
O -2.388 -5.944 -9.582
H 2.832 3.247 4.338
O 4.624 -2.409 4.751
H 2.553 3.890 1.081
S 6.808 2.843 3.513
H 0.649 -5.091 -2.240
C -3.528 1.276 0.688
C 1.958 0.262 -2.009
H 5.422 8.413 -0.621
H -1.908 -11.157 -7.979
C 3.472 2.696 3.494
C 2.882 5.850 2.177
O 6.205 -0.757 4.692
H 4.210 0.714 -1.773
H 1.744 5.115 4.062
C 1.666 -0.514 -3.441
F -0.033 -11.643 -10.142
H 1.085 0.180 -4.185
H 7.248 6.432 -1.112
H 0.621 4.231 2.416
C -3.079 -1.711 4.825
C -1.112 -2.642 4.347
C -2.320 -0.869 3.856
C 3.434 -2.565 5.497
O -0.127 -6.513 -3.535
H 3.649 -3.134 6.408
H 3.665 6.718 1.934
O -4.465 2.351 2.825
C -1.466 -5.858 -8.515
C 3.467 4.427 1.633
C 5.128 -1.180 5.078
H 2.560 1.769 1.607
H -1.579 -3.718 -8.105
F 2.403 -1.060 6.965
C 0.813 1.991 3.218
O 1.116 -8.210 -7.572
C 0.469 -9.139 -8.026
C 2.357 1.685 2.758
H -0.676 -6.603 -8.657
F 0.318 -4.369 -8.219
F -9.054 -0.941 2.285
H 4.204 4.708 0.734
C -0.090 -4.324 -4.117
H -4.214 0.693 -0.092
H 0.659 7.148 4.439
H 0.397 -11.870 -8.193
H -2.650 -0.973 2.817
H 7.220 8.536 0.158
H 0.221 0.980 3.202
O -0.203 -3.453 4.287
C 0.632 -5.343 -3.304
H 1.554 7.938 2.980
C -10.268 0.230 3.911
O 4.276 -0.483 5.882
C -5.955 2.341 0.664
C 7.206 5.548 0.990
C 0.067 3.197 2.396
H 3.456 5.864 4.494
H 1.660 -5.505 -3.643
H 2.734 -0.720 -3.924
B -2.144 1.770 -0.049
H -1.789 -10.063 -9.375
H -3.197 0.561 1.582
O -2.540 -4.846 -11.583
H -10.929 -0.455 4.449
H 2.587 0.556 3.064
O -1.334 0.992 -1.012
O -8.071 0.668 3.493
H -6.372 4.002 1.860
```

Summary:
charge	0
SMILES string	CCCCN(CCCCB1OB(C[C@H](O)CN)OB(N=C(C)C)O1)C(=S)SCCC.O=C1OC[C@@H](F)O1.O=C1OC[C@@H](F)O1.O=C1OC[C@@H](F)O1.O=C1OC[C@@H](F)O1.O=C1OC[C@@H](F)O1.O=C1OC[C@@H](F)O1
LUMO energy	-0.17	eV

These are the Mulliken partial charges, in e, on atoms 1 to 99: number 1, C, carries 0.311; number 2, H, carries 0.289; number 3, H, carries 0.237; number 4, N, carries -0.488; number 5, C, carries 0.629; number 6, C, carries -0.428; number 7, H, carries 0.192; number 8, O, carries -0.516; number 9, H, carries 0.010; number 10, H, carries 0.213; number 11, O, carries -0.201; number 12, H, carries 0.146; number 13, C, carries 0.450; number 14, O, carries -0.318; number 15, H, carries 0.204; number 16, H, carries 0.415; number 17, O, carries 0.102; number 18, H, carries 0.330; number 19, H, carries 0.274; number 20, O, carries -0.309; number 21, O, carries -0.344; number 22, H, carries 0.158; number 23, B, carries 0.157; number 24, C, carries -0.166; number 25, C, carries 0.577; number 26, H, carries 0.281; number 27, H, carries 0.329; number 28, H, carries 0.471; number 29, H, carries 0.318; number 30, H, carries 0.262; number 31, C, carries 0.578; number 32, H, carries 0.248; number 33, B, carries 0.039; number 34, C, carries -0.750; number 35, O, carries -0.165; number 36, C, carries 0.882; number 37, H, carries 0.171; number 38, O, carries -0.123; number 39, C, carries 0.243; number 40, H, carries 0.055; number 41, C, carries 0.486; number 42, O, carries -0.511; number 43, H, carries 0.057; number 44, H, carries 0.301; number 45, C, carries 0.284; number 46, H, carries 0.339; number 47, C, carries -0.336; number 48, F, carries -0.282; number 49, H, carries 0.217; number 50, C, carries -1.048; number 51, H, carries -0.127; number 52, F, carries -0.250; number 53, N, carries -0.689; number 54, N, carries 0.392; number 55, O, carries -0.311; number 56, S, carries -0.077; number 57, H, carries 0.269; number 58, C, carries -0.919; number 59, O, carries -0.338; number 60, O, carries -0.344; number 61, H, carries 0.143; number 62, O, carries -0.324; number 63, H, carries -0.732; number 64, S, carries -0.169; number 65, H, carries 0.286; number 66, C, carries 0.135; number 67, C, carries 0.483; number 68, H, carries 0.264; number 69, H, carries 0.252; number 70, C, carries -0.195; number 71, C, carries -0.419; number 72, O, carries -0.517; number 73, H, carries 0.323; number 74, H, carries -0.082; number 75, C, carries -0.811; number 76, F, carries -0.297; number 77, H, carries 0.300; number 78, H, carries 0.349; number 79, H, carries -0.331; number 80, C, carries -0.561; number 81, C, carries 0.472; number 82, C, carries 0.479; number 83, C, carries -0.424; number 84, O, carries -0.319; number 85, H, carries 0.277; number 86, H, carries 0.096; number 87, O, carries -0.491; number 88, C, carries 0.041; number 89, C, carries 0.704; number 90, C, carries 0.686; number 91, H, carries -0.133; number 92, H, carries 0.274; number 93, F, carries -0.316; number 94, C, carries 0.059; number 95, O, carries -0.522; number 96, C, carries 0.706; number 97, C, carries 0.034; number 98, H, carries -0.096; number 99, F, carries -0.286